1.
Below is C37H41AlN2O7PS2 as an isolated structure in a non-equilibrium geometry, with properties calculated with ωB97M-V/def2-TZVPD.

Geometry as XYZ:
```
91
Properties=species:S:1:pos:R:3:mulliken_charge:R:1
C 2.375 2.684 0.486 -0.49
C 2.128 3.983 1.299 0.26
O 2.458 5.054 0.867 -0.48
N 1.456 3.796 2.572 0.37
C 2.258 4.306 3.695 -0.99
C 0.069 4.302 2.564 -1.05
C -0.889 3.194 3.175 -0.35
C -1.829 2.568 2.115 0.14
C -2.668 1.338 2.638 -1.97
C -1.925 0.020 2.332 0.83
C -1.970 -0.595 1.030 0.14
C -2.833 0.080 -0.047 -1.36
C -2.180 0.283 -1.459 -1.28
C -0.627 0.470 -1.471 0.65
S -0.212 1.641 -2.839 0.01
C -0.199 0.711 -4.404 -0.13
S -1.556 0.606 -5.239 0.18
N 1.132 0.163 -4.790 0.61
C 1.134 -1.163 -5.122 1.13
C 0.160 -2.163 -4.712 -0.15
C 0.299 -3.470 -5.108 -0.81
C 1.435 -3.934 -5.916 -0.31
C 2.397 -2.974 -6.322 -0.81
C 2.266 -1.637 -5.948 -0.12
C 1.651 0.997 -5.859 -0.48
C 2.726 1.880 -5.524 -0.17
C 3.296 2.764 -6.440 -0.58
C 2.779 2.804 -7.777 -0.42
C 1.733 1.914 -8.115 -0.86
C 1.153 1.022 -7.204 0.14
C -1.212 -1.785 0.867 1.15
C -0.444 -2.352 1.928 1.04
C -0.430 -1.773 3.229 0.58
P 0.540 -2.570 4.604 0.16
O 2.191 -2.756 4.110 -0.45
O -0.081 -4.067 4.981 -0.50
C -1.190 -0.561 3.416 0.41
C -1.170 0.043 4.832 -1.64
C -2.482 -0.408 5.614 -0.81
C -2.351 -1.803 6.292 -0.76
C -2.949 -2.931 5.408 0.40
O -3.049 -4.058 5.816 -0.49
O -3.432 -2.644 4.126 -0.43
C 0.367 -3.614 1.600 0.00
O 0.543 -4.525 2.382 -0.58
C 0.915 -3.655 0.169 -0.91
C 0.179 -3.156 -0.823 -0.21
C -1.188 -2.528 -0.484 -0.14
O -2.145 -2.654 -1.209 -0.55
H 1.389 2.390 0.069 -0.30
H 3.127 2.858 -0.307 0.39
H 2.756 1.866 1.126 0.33
H 3.326 4.401 3.415 0.37
H 2.247 3.598 4.556 0.27
H 1.908 5.279 4.094 0.36
H -0.042 5.191 3.219 0.40
H -0.207 4.558 1.522 0.43
H -1.427 3.625 4.044 0.37
H -0.201 2.406 3.549 0.10
H -2.563 3.348 1.823 0.36
H -1.248 2.296 1.209 -0.06
H -2.898 1.465 3.706 0.61
H -3.639 1.323 2.106 0.55
H -3.207 1.065 0.281 0.10
H -3.719 -0.572 -0.214 0.43
H -2.460 -0.493 -2.196 0.32
H -2.607 1.228 -1.859 0.87
H -0.056 -0.458 -1.650 -0.06
H -0.330 0.978 -0.531 -0.21
H -0.707 -1.879 -4.095 0.33
H -0.435 -4.243 -4.831 0.48
H 1.574 -4.978 -6.224 0.45
H 3.274 -3.282 -6.912 0.43
H 3.073 -0.964 -6.279 0.49
H 3.113 1.864 -4.494 0.42
H 4.116 3.402 -6.079 0.44
H 3.227 3.528 -8.467 0.45
H 1.344 1.927 -9.144 0.42
H 0.316 0.366 -7.496 0.48
H 2.699 -2.394 4.859 0.44
H -0.814 -4.264 4.368 0.42
H -0.247 -0.222 5.375 0.79
H -1.216 1.146 4.820 0.02
H -2.654 0.350 6.400 0.61
H -3.307 -0.379 4.881 0.42
H -2.940 -1.774 7.229 0.44
H -1.314 -2.050 6.579 0.26
H -2.923 -3.187 3.506 0.34
H 1.909 -4.080 -0.027 0.43
H 0.586 -3.168 -1.847 0.18
Al 2.547 -4.918 4.576 0.71
```

As for the net charge: +3. As for the spin multiplicity: 1. The total energy is -3449.6941 Ha. The gap between HOMO and LUMO comes out at 1.60 eV.

=====

2.
Below is a 2-piece molecular cluster, C3H7ClF2NO7S overall in a non-equilibrium geometry, with properties calculated with ωB97M-V/def2-TZVPD.

Geometry as XYZ:
```
22
Properties=species:S:1:pos:R:3:nbo_charge:R:1
C 1.297 -1.192 -0.653 -0.64
C 0.818 0.139 -1.226 -0.06
O -0.132 0.707 -0.318 -0.50
C -1.278 1.196 -0.884 0.07
N -2.457 0.688 -0.078 -0.24
F -3.362 1.769 -0.006 -0.25
S -3.329 -0.474 -0.948 2.51
O -4.497 -0.796 -0.276 -0.90
O -2.464 -1.509 -1.290 -0.90
F -3.751 0.297 -2.227 -0.48
H 0.506 -1.911 -0.833 0.19
H 2.222 -1.464 -1.148 0.20
H 1.458 -1.022 0.409 0.29
H 0.391 -0.058 -2.210 0.15
H 1.674 0.796 -1.335 0.18
H -1.316 2.273 -0.745 0.19
H -1.413 0.926 -1.928 0.17
O 4.501 -0.522 3.164 -0.88
Cl 3.129 -0.072 3.146 2.55
O 3.086 1.368 3.250 -0.88
O 2.406 -0.663 4.246 -0.88
O 2.511 -0.478 1.893 -0.91
```

As for the net charge: -1. As for the spin multiplicity: 1. The total energy is -1757.7618 Ha. The gap between HOMO and LUMO comes out at 8.29 eV.